Entry from OMol25: 17 unconnected molecules or ions with the total composition C41H103N12O22 (the ωB97M-V functional and the def2-TZVPD basis).

Calculated values
Highest occupied orbital energy: -10.60 eV
LUMO: -6.7 eV
Molecular weight: 1116.337 g mol⁻¹
Energy relative to the best compared isomer or geometry (same formula, charge and spin): 174.24 kcal/mol
Charge: +1
Gap between HOMO and LUMO: 3.857 eV

Cartesian coordinates (Å):
C1 -1.850 -1.748 0.813
C2 -1.634 -0.679 -0.316
C3 -2.148 0.730 0.327
C4 -1.561 2.088 -0.174
C5 -0.056 2.030 -0.133
C6 0.579 0.838 -0.890
N1 -0.081 -0.522 -0.538
O1 0.654 -1.733 -0.698
C7 2.047 0.799 -0.539
C8 0.425 1.065 -2.434
C9 -2.382 -1.062 -1.610
H1 -2.862 -1.799 1.213
H2 -1.257 -1.508 1.695
H3 -1.559 -2.738 0.461
H4 -2.043 0.746 1.412
H5 -3.234 0.778 0.251
H6 -1.968 2.931 0.384
H7 -1.872 2.317 -1.194
H8 0.226 2.040 0.920
H9 0.401 2.983 -0.398
H10 2.693 0.106 -1.077
H11 2.134 0.461 0.494
H12 2.540 1.771 -0.532
H13 0.927 0.300 -3.025
H14 0.973 1.925 -2.821
H15 -0.610 1.184 -2.754
H16 -2.457 -0.356 -2.438
H17 -3.443 -1.289 -1.509
H18 -1.995 -2.045 -1.878
C10 3.013 -7.507 -2.741
C11 2.478 -6.475 -3.805
O2 3.338 -5.334 -3.860
O3 2.508 -7.040 -1.484
H19 4.102 -7.457 -2.778
H20 2.674 -8.513 -2.989
H21 1.480 -6.102 -3.573
H22 2.348 -6.960 -4.772
H23 2.810 -4.757 -4.417
H24 2.985 -6.237 -1.261
C12 -8.209 1.537 -0.755
C13 -8.341 0.257 -0.043
O4 -8.458 -0.719 -1.036
O5 -7.000 1.666 -1.543
H25 -8.218 2.305 0.018
H26 -9.100 1.682 -1.365
H27 -9.263 0.344 0.532
H28 -7.547 -0.008 0.655
H29 -8.047 -1.547 -0.777
H30 -7.309 2.262 -2.228
C14 -6.339 -1.683 6.547
C15 -5.510 -1.583 7.862
O6 -6.262 -1.110 8.942
O7 -7.325 -0.663 6.268
H31 -6.815 -2.663 6.557
H32 -5.642 -1.767 5.713
H33 -4.739 -0.879 7.549
H34 -4.996 -2.520 8.079
H35 -5.696 -1.098 9.717
H36 -7.994 -0.753 6.950
C16 6.557 -3.261 -0.956
C17 7.449 -2.326 -1.793
O8 7.747 -1.025 -1.318
O9 7.089 -3.280 0.300
H37 6.539 -4.221 -1.473
H38 5.509 -3.033 -0.764
H39 7.047 -2.214 -2.800
H40 8.409 -2.811 -1.968
H41 8.575 -1.032 -0.832
H42 6.721 -4.061 0.720
C18 4.215 6.973 0.192
C19 5.415 7.924 0.501
O10 5.186 8.663 1.718
O11 4.340 6.497 -1.090
H43 3.315 7.561 0.373
H44 4.187 6.123 0.874
H45 5.427 8.638 -0.322
H46 6.313 7.307 0.472
H47 5.051 8.007 2.405
H48 3.494 6.572 -1.538
O12 1.436 -1.110 4.998
C20 0.994 -1.080 6.158
N2 0.226 -2.081 6.671
C21 1.270 0.096 7.152
H49 0.135 -2.847 6.018
H50 -0.210 -2.177 7.577
H51 1.343 -0.357 8.140
H52 0.517 0.882 7.089
H53 2.189 0.530 6.759
O13 3.230 6.804 5.280
C22 2.074 6.427 5.379
N3 1.606 5.322 4.869
C23 0.994 7.279 5.939
H54 0.621 5.154 4.721
H55 2.390 4.744 4.602
H56 0.690 7.950 5.135
H57 1.348 7.810 6.822
H58 0.162 6.604 6.137
O14 1.406 -2.609 -6.924
C24 1.352 -2.416 -8.173
N4 0.355 -2.913 -8.871
C25 2.522 -1.816 -8.929
H59 0.493 -3.162 -9.840
H60 -0.282 -3.410 -8.265
H61 3.387 -2.393 -8.600
H62 2.536 -0.736 -8.784
H63 2.429 -1.925 -10.010
O15 -1.372 4.073 -6.750
C26 -0.634 3.875 -7.644
N5 -0.437 2.630 -8.053
C27 0.300 4.879 -8.163
H64 0.081 2.483 -8.908
H65 -0.903 1.891 -7.546
H66 0.078 5.897 -7.843
H67 0.373 5.057 -9.236
H68 1.271 4.650 -7.723
O16 -2.650 -5.745 4.713
C28 -3.602 -6.110 5.365
N6 -3.670 -6.155 6.683
C29 -4.821 -6.504 4.545
H69 -2.830 -5.996 7.222
H70 -4.384 -6.714 7.127
H71 -5.095 -5.668 3.902
H72 -5.648 -6.790 5.195
H73 -4.573 -7.364 3.922
O17 6.411 1.730 -7.897
C30 6.699 1.521 -6.745
N7 7.759 0.782 -6.422
C31 5.755 1.911 -5.618
H74 8.215 0.483 -7.272
H75 7.890 0.328 -5.529
H76 4.946 1.183 -5.579
H77 5.285 2.890 -5.719
H78 6.165 1.825 -4.612
O18 -2.822 3.830 4.619
C32 -3.983 3.790 4.896
N8 -4.362 3.396 6.092
C33 -5.097 4.251 3.985
H79 -5.324 3.116 6.218
H80 -3.638 3.208 6.771
H81 -5.666 3.412 3.585
H82 -4.681 4.884 3.202
H83 -5.745 4.919 4.553
O19 -6.564 -5.554 -0.394
C34 -6.642 -6.726 -0.607
N9 -7.701 -7.428 -0.268
C35 -5.505 -7.489 -1.243
H84 -8.428 -6.933 0.228
H85 -7.839 -8.362 -0.627
H86 -5.883 -8.496 -1.417
H87 -4.748 -7.723 -0.494
H88 -5.010 -7.049 -2.109
O20 -0.610 -10.683 1.239
C36 -0.889 -10.051 2.263
N10 -0.311 -8.879 2.436
C37 -1.772 -10.622 3.384
H89 0.225 -8.568 1.638
H90 -0.657 -8.126 3.013
H91 -2.774 -10.766 2.980
H92 -1.972 -10.014 4.266
H93 -1.407 -11.545 3.834
O21 0.027 7.625 -2.393
C38 -1.090 7.772 -1.933
N11 -2.118 7.177 -2.462
C39 -1.252 8.641 -0.763
H94 -2.017 6.445 -3.150
H95 -3.081 7.321 -2.191
H96 -0.526 9.453 -0.732
H97 -1.190 8.105 0.184
H98 -2.241 9.096 -0.722
O22 10.407 3.791 -0.926
C40 9.546 4.590 -1.135
N12 8.324 4.069 -1.143
C41 9.756 6.078 -1.476
H99 8.273 3.061 -1.118
H100 7.526 4.624 -1.416
H101 10.119 6.720 -0.673
H102 8.910 6.643 -1.867
H103 10.511 6.095 -2.262